Entry 1:
ORCA calculation (the ωB97M-V functional and the def2-TZVPD basis) on a structure of composition C25H37N5O4PS2Sn.

```
! wB97M-V def2-TZVPD RIJCOSX def2/J DEFGRID3
* xyz 1 1
Sn -1.055 -0.472 -1.047
C 1.762 2.579 -5.971
C 2.360 1.903 -4.766
N 3.601 2.004 -4.385
N 3.667 1.280 -3.272
C 2.467 0.812 -2.922
S 2.210 -0.219 -1.501
N 1.619 1.150 -3.907
N 0.313 0.649 -3.905
H 2.386 2.341 -6.836
H 1.777 3.610 -5.802
H 0.717 2.232 -6.103
H 4.516 1.299 -2.725
H 0.398 -0.368 -4.190
H -0.217 1.100 -4.625
C 0.564 3.222 -0.628
C -0.625 3.274 0.335
C -0.104 3.707 1.701
P -1.528 1.628 0.468
C -3.334 2.098 0.118
C -4.063 0.733 0.174
C -3.935 3.100 1.151
C -1.352 0.825 2.117
C -1.800 1.375 3.305
C -1.839 0.631 4.469
C -2.102 1.224 5.865
C -1.543 -0.746 4.361
C -1.093 -1.322 3.207
C -0.966 -0.537 2.051
N -0.526 -1.041 0.800
C 0.287 -2.254 0.852
C -0.172 -3.386 0.165
C -1.621 -3.637 -0.264
C 0.773 -4.361 -0.122
C 2.125 -4.315 0.311
C 3.148 -5.375 -0.077
C 2.468 -3.178 1.018
C 1.603 -2.126 1.318
C 2.083 -0.983 2.165
H 0.879 4.226 -0.869
H 0.343 2.683 -1.594
H 1.459 2.693 -0.251
H -1.411 3.943 -0.071
H 0.353 2.852 2.189
H -0.875 4.212 2.221
H 0.711 4.444 1.558
H -3.355 2.424 -0.952
H -3.790 0.184 1.052
H -3.939 0.058 -0.687
H -5.137 0.935 0.201
H -3.781 2.717 2.130
H -5.005 3.232 0.962
H -3.352 4.109 0.975
H -2.093 2.417 3.368
H -1.823 0.491 6.601
H -3.183 1.440 5.925
H -1.518 2.136 5.956
H -1.598 -1.475 5.168
H -0.830 -2.322 3.012
H -1.856 -3.298 -1.298
H -2.302 -3.243 0.465
H -1.718 -4.733 -0.199
H 0.484 -5.261 -0.648
H 2.806 -5.954 -0.944
H 3.311 -6.072 0.725
H 4.117 -4.898 -0.351
H 3.473 -3.113 1.401
H 3.185 -1.093 2.254
H 1.709 -0.968 3.181
H 1.829 0.003 1.818
O 1.375 -1.802 -4.513
S 2.078 -2.382 -3.387
O 3.459 -2.002 -3.318
O 1.306 -1.377 -2.070
O 1.721 -3.661 -2.916
*
```

The HOMO-LUMO gap is 6.86 eV. As for the electronic energy: -2901.326258 hartree. Its largest force on an atom is 3.34 eV/Å. For the highest occupied orbital energy, the calculation gives -0.3762 hartree.


Entry 2:
ORCA calculation (the ωB97M-V functional and the def2-TZVPD basis) on a structure of composition C25H38Cl3FN2O3Si4TeW.

```
! wB97M-V def2-TZVPD RIJCOSX def2/J DEFGRID3
* xyz 2 1
W -1.383 -0.951 1.029
C 2.882 -5.986 2.334
C 1.857 -5.890 3.467
C 2.470 -6.073 4.852
C 3.488 -4.975 5.131
C 2.922 -3.621 4.827
C 3.509 -2.482 5.351
C 3.025 -1.215 5.034
F 3.627 -0.143 5.541
C 1.945 -1.042 4.198
C 1.327 -2.182 3.669
C 0.235 -2.049 2.765
O -0.094 -0.846 2.275
C -0.369 -3.211 2.225
C 0.152 -4.441 2.577
N 1.204 -4.580 3.392
C 1.810 -3.484 3.974
C -1.214 -3.021 0.993
O -0.473 -2.205 0.114
O -2.423 -2.379 1.202
H 3.406 -6.935 2.406
H 3.610 -5.180 2.388
H 2.392 -5.940 1.364
H 1.084 -6.650 3.311
H 2.941 -7.053 4.911
H 1.676 -6.043 5.600
H 4.380 -5.128 4.517
H 3.814 -5.023 6.170
H 4.363 -2.551 6.007
H 1.578 -0.054 3.956
H -0.241 -5.340 2.126
C -1.030 -0.691 -4.460
Si -1.716 1.100 -4.525
C -1.065 2.012 -6.066
C -3.628 1.051 -4.411
Si -0.888 2.291 -2.578
Te -1.214 0.673 -0.688
Si -2.029 4.399 -2.082
C -3.825 3.972 -1.600
C -1.901 5.295 -3.757
C -1.096 5.305 -0.680
Si 1.533 2.707 -2.573
C 1.911 4.012 -3.906
C 2.198 3.194 -0.843
C 2.287 1.009 -3.044
H -1.448 -1.318 -5.240
H -1.265 -1.158 -3.506
H 0.048 -0.705 -4.577
H -1.478 1.588 -6.975
H 0.014 1.943 -6.140
H -1.325 3.063 -6.049
H -4.054 0.362 -5.135
H -4.066 2.024 -4.600
H -3.945 0.728 -3.424
H -4.337 3.465 -2.411
H -4.396 4.864 -1.364
H -3.855 3.325 -0.728
H -2.470 4.785 -4.524
H -0.875 5.357 -4.098
H -2.286 6.308 -3.690
H -0.956 4.658 0.180
H -1.643 6.181 -0.345
H -0.120 5.642 -1.012
H 1.583 5.002 -3.615
H 1.426 3.764 -4.842
H 2.979 4.070 -4.094
H 1.867 4.178 -0.534
H 3.284 3.202 -0.826
H 1.864 2.483 -0.092
H 2.068 0.751 -4.074
H 1.884 0.223 -2.412
H 3.367 1.000 -2.934
Cl -5.802 -0.112 3.200
C -4.387 0.873 3.686
Cl -4.427 1.196 5.420
Cl -4.466 2.458 2.787
C -3.241 0.089 3.254
N -2.576 0.056 2.223
*
```

The HOMO-LUMO gap (spin up / spin down) is 4.77 / 4.87 eV. As for the electronic energy: -4283.586644 hartree. Its largest force on an atom is 8.88 eV/Å. For the highest occupied orbital energy (spin up / spin down), the calculation gives -0.4711 / -0.4678 hartree.